Density functional theory data (the ωB97M-V functional and the def2-TZVPD basis) for a single C5H11NS molecule in a non-equilibrium geometry.

Values from the calculation:
Orbital gap: 9.77 eV
Structure (SMILES): C/C(=C\CS)CN
LUMO: 0.031 hartree
Spin multiplicity: 1
Max |F|: 0.04620 hartree/bohr
Energy above the lowest of the compared OMol25 structures with the same formula, charge and spin: 14.6 kcal/mol
Total charge: 0
Electronic energy: -650.01580 hartree

Each line ends with the Mulliken charge.
Atoms and positions in Å:
1 C 0.41857 1.71389 -0.16120  -1.380
2 C 0.38826 0.20422 -0.01227  0.851
3 C -0.64611 -0.51393 0.45793  -0.390
4 C -2.04793 0.02524 0.72304  -0.801
5 S -3.33172 -0.69551 -0.39118  -0.227
6 C 1.76089 -0.38620 -0.41763  -0.771
7 N 2.09622 -1.71599 0.02253  -0.635
8 H 0.84559 1.89095 -1.13375  0.305
9 H 1.09759 2.15481 0.59584  0.297
10 H -0.53400 2.20765 -0.01318  0.388
11 H -0.49324 -1.54626 0.58860  0.285
12 H -2.35826 -0.31872 1.71302  0.340
13 H -2.07098 1.13921 0.75903  0.294
14 H -2.93637 0.03751 -1.53708  0.133
15 H 1.89473 -0.22768 -1.46549  0.434
16 H 2.54169 0.28965 0.00819  0.335
17 H 1.66984 -1.88911 0.88706  0.268
18 H 1.70520 -2.36972 -0.62345  0.275

---

Density functional theory data (the ωB97M-V functional and the def2-TZVPD basis) for C60H58I2O4P2SSb2W as an isolated structure.

Values from the calculation:
Orbital gap: 5.42 eV
LUMO: -0.421 hartree
Spin multiplicity: 1
Max |F|: 0.00783 hartree/bohr
Energy above the lowest of the compared OMol25 structures with the same formula, charge and spin: 0.0 kcal/mol
Total charge: +4
Electronic energy: -4844.58886 hartree

Each line ends with the Mulliken charge.
Atoms and positions in Å:
1 W 0.07817 0.59460 -0.24821  -0.467
2 O -1.05778 -0.47816 1.82729  1.202
3 C -0.90545 0.21968 3.06279  -0.908
4 C -1.84332 1.16910 3.42506  -0.138
5 C -1.72421 1.81015 4.64798  -1.105
6 C -0.67743 1.49737 5.50270  -1.093
7 C 0.25999 0.55262 5.12148  0.324
8 C 0.17105 -0.10018 3.88945  -0.684
9 P 1.43728 -1.28398 3.32292  1.683
10 C 2.92459 -0.57934 4.04554  0.641
11 C 3.88420 -1.38459 4.68845  -0.417
12 C 5.04418 -0.82151 5.14327  -0.908
13 C 5.35510 0.58010 4.91343  -0.587
14 C 4.32535 1.37641 4.25959  -0.949
15 C 3.17220 0.81902 3.83585  -0.569
16 C 1.15669 -2.84553 4.18915  0.320
17 C 1.85239 -3.96132 3.71768  -0.416
18 C 1.68659 -5.19223 4.33232  -0.781
19 C 0.80231 -5.32081 5.39717  -0.762
20 C 0.09518 -4.21700 5.85538  -0.798
21 C 0.27184 -2.97724 5.25766  -0.423
22 C -2.40348 -0.89529 1.66832  -0.554
23 C -3.00937 -1.56882 2.72052  -0.276
24 C -4.35931 -1.86016 2.66046  -0.836
25 C -5.11693 -1.46249 1.56112  -1.012
26 C -4.49628 -0.83847 0.49962  0.155
27 C -3.11875 -0.56674 0.52349  -0.600
28 P -2.35560 0.00725 -1.00514  2.691
29 C -3.29796 1.48831 -1.47145  0.590
30 C -3.69287 2.33781 -0.43000  -0.221
31 C -4.48993 3.43978 -0.68861  -0.737
32 C -4.91044 3.70452 -1.98621  -0.863
33 C -4.52445 2.86753 -3.02300  -1.035
34 C -3.72281 1.76343 -2.77221  -0.457
35 C -2.68678 -1.34315 -2.17597  1.810
36 C -3.13051 -2.58469 -1.70496  -0.624
37 C -3.44482 -3.60273 -2.59283  -0.832
38 C -3.32660 -3.40155 -3.96078  -0.997
39 C -2.87020 -2.18061 -4.43741  -1.145
40 C -2.54078 -1.16280 -3.55361  -0.413
41 H -2.67995 1.38475 2.77626  0.495
42 H -2.46307 2.54377 4.93987  0.569
43 H -0.59773 1.98034 6.46663  0.521
44 H 1.06939 0.30361 5.79635  0.668
45 H 3.68482 -2.43305 4.86171  0.573
46 H 5.76837 -1.41438 5.68899  0.468
47 H 5.83945 1.06983 5.75945  0.711
48 H 4.52712 2.42940 4.10777  0.485
49 H 2.41800 1.42268 3.34754  0.793
50 H 2.53780 -3.86603 2.88199  0.488
51 H 2.24121 -6.05176 3.98126  0.491
52 H 0.66748 -6.28298 5.87189  0.461
53 H -0.58732 -4.31912 6.68816  0.471
54 H -0.27357 -2.11970 5.63234  0.434
55 H -2.43171 -1.82446 3.59970  0.562
56 H -4.82952 -2.37914 3.48477  0.522
57 H -6.18008 -1.65556 1.53100  0.511
58 H -5.07355 -0.56608 -0.37599  0.651
59 H -3.40882 2.12048 0.59117  0.192
60 H -4.81059 4.07538 0.12551  0.548
61 H -5.55653 4.54960 -2.18425  0.467
62 H -4.87235 3.05308 -4.03024  0.545
63 H -3.49064 1.10383 -3.59352  0.414
64 H -3.25905 -2.76671 -0.64850  0.175
65 H -3.80308 -4.54982 -2.21275  0.542
66 H -3.59307 -4.18892 -4.65235  0.454
67 H -2.78180 -2.01313 -5.50285  0.531
68 H -2.18835 -0.22419 -3.95835  -0.356
69 C -0.63367 -3.49150 1.11543  -0.453
70 Sb 0.43586 -2.33136 -0.30660  0.546
71 C 2.44992 -2.88297 0.04201  -1.344
72 C 0.06580 -3.50960 -2.08403  0.227
73 C 1.34660 -3.75403 -2.81577  0.150
74 C 2.13238 -4.85756 -2.50041  -0.370
75 C 3.35077 -5.06699 -3.12951  -0.872
76 C 3.79769 -4.16405 -4.08282  -0.834
77 C 3.00824 -3.07604 -4.42481  -0.782
78 C 1.77785 -2.86334 -3.80887  0.873
79 C 0.88240 -1.76480 -4.27621  -1.670
80 Sb 0.83458 0.01562 -3.06912  0.886
81 C -0.30384 1.31185 -4.31280  -1.028
82 C 2.78771 0.70274 -3.50461  -1.270
83 H -0.09696 -4.43820 1.18591  0.723
84 H -1.63910 -3.67488 0.74346  0.608
85 H -0.66053 -3.02468 2.09379  -0.506
86 H 2.47173 -3.95747 0.22095  0.652
87 H 2.82463 -2.33653 0.90241  0.279
88 H 3.03909 -2.65922 -0.84611  0.415
89 H -0.70638 -3.03929 -2.68300  -1.042
90 H -0.34630 -4.43224 -1.67187  1.091
91 H 1.77808 -5.57498 -1.76878  0.571
92 H 3.94269 -5.93873 -2.88757  0.468
93 H 4.74198 -4.32500 -4.58436  0.473
94 H 3.33468 -2.40779 -5.21270  0.496
95 H -0.14145 -2.09114 -4.43239  0.541
96 H 1.24245 -1.34775 -5.21941  1.089
97 H 0.33145 2.15382 -4.57864  0.536
98 H -1.18605 1.68525 -3.79881  -0.043
99 H -0.58343 0.77968 -5.22152  0.757
100 H 2.87261 0.72934 -4.59167  0.529
101 H 3.53253 0.02445 -3.09451  0.408
102 H 2.93234 1.70190 -3.09884  0.318
103 I 2.76862 0.57016 0.02426  -0.495
104 I 7.01105 0.35871 3.47019  0.318
105 O -1.02372 1.80298 0.74686  -0.241
106 O 0.32858 1.79271 1.18670  -0.072
107 O 0.18551 2.13204 -1.48772  0.361
108 S -0.39661 3.62175 -1.15604  0.670
109 C 0.73151 4.37358 -0.04217  1.001
110 C 2.11694 4.35416 -0.18512  -0.288
111 C 2.88182 5.07314 0.71254  -1.288
112 C 2.26649 5.80882 1.72463  -0.626
113 C 0.88724 5.80906 1.86466  -0.879
114 C 0.10648 5.07606 0.98206  -0.626
115 C -0.16806 4.42458 -2.70015  0.769
116 C -1.34304 4.89860 -3.27320  -0.208
117 C -1.27373 5.59289 -4.47424  -0.892
118 C -0.04678 5.79436 -5.08412  -0.651
119 C 1.12508 5.30834 -4.50257  -0.861
120 C 1.07381 4.62543 -3.30423  -0.159
121 H 2.59205 3.78300 -0.96903  0.410
122 H 3.95869 5.08409 0.61200  0.551
123 H 2.87315 6.39468 2.40229  0.499
124 H 0.41760 6.38532 2.64966  0.509
125 H -0.97240 5.06476 1.07638  0.564
126 H -2.29405 4.73550 -2.78206  0.422
127 H -2.17634 5.98058 -4.92574  0.489
128 H 0.00678 6.34000 -6.01653  0.461
129 H 2.07777 5.48020 -4.98440  0.492
130 H 1.98526 4.25999 -2.85497  0.153

---

Density functional theory data (the ωB97M-V functional and the def2-TZVPD basis) for a 2-piece molecular cluster, CH2F2N2 overall in a non-equilibrium geometry.

Values from the calculation:
Orbital gap (alpha / beta): 6.70 / 6.72 eV
LUMO (alpha / beta): -0.131 / -0.132 hartree
Spin multiplicity: 1
Max |F|: 0.06340 hartree/bohr
Energy above the lowest of the compared OMol25 structures with the same formula, charge and spin: 184.2 kcal/mol
Total charge: 0
Electronic energy: -348.22296 hartree

Each line ends with the Mulliken charge.
Atoms and positions in Å:
1 C -0.73857 -0.10345 0.08235  -0.013
2 N 0.53554 0.51253 -0.24132  0.334
3 N 0.48563 -0.08334 0.90996  -0.183
4 F 0.87033 1.86038 -0.32087  -0.139
5 F 1.57071 -1.90299 -0.32438  -0.564
6 H -1.56735 0.49727 0.63618  0.280
7 H -1.15629 -0.78040 -0.74192  0.284